The following is a quantum chemistry calculation of the ion C6H10 with charge +1 in a non-equilibrium geometry, from OMol25.

Geometry as XYZ:
```
16
Properties=species:S:1:pos:R:3
C 2.07 0.80 -0.73
C 0.97 -0.20 -0.43
C 0.98 -1.48 -0.96
C -2.55 0.50 1.04
C -1.40 -0.31 0.48
C -0.02 0.20 0.48
H 2.39 1.34 0.17
H 1.68 1.61 -1.36
H 2.93 0.36 -1.22
H 1.73 -1.65 -1.72
H 0.21 -2.14 -0.60
H -1.72 -0.73 1.45
H -2.88 0.50 2.07
H -3.15 1.22 0.45
H -1.40 -0.94 -0.41
H 0.17 0.93 1.28
```

Values from the calculation:
Lowest unoccupied orbital energy (alpha / beta) (eV): -6.818 / -6.749
Relative energy (zero: lowest compared OMol25 entry of this formula, charge and spin) (kcal/mol): 70.01
Total energy (eV): -6371.6632
Spin multiplicity: 2
Total charge: +1

=====

The following is a quantum chemistry calculation of a structure of composition C27H33N2S3Tb in a non-equilibrium geometry, from OMol25.

Geometry as XYZ:
```
66
Properties=species:S:1:pos:R:3
Tb 9.37 10.15 8.86
C 9.27 12.22 12.39
C 10.25 11.67 11.42
C 10.83 10.44 11.61
C 11.78 9.96 10.77
C 12.43 8.60 10.96
C 12.19 10.71 9.70
C 11.64 11.94 9.38
C 12.19 12.76 8.22
C 10.64 12.44 10.25
H 9.09 13.32 12.28
H 9.74 12.11 13.35
H 8.33 11.67 12.36
H 10.49 9.84 12.45
H 13.41 8.74 11.47
H 12.63 8.30 9.93
H 11.91 7.90 11.66
H 13.03 10.39 9.18
H 12.86 13.50 8.62
H 11.38 13.35 7.72
H 12.78 12.21 7.48
H 10.19 13.44 10.11
C 13.18 8.17 4.86
C 12.41 9.29 5.03
C 11.36 9.23 6.01
C 11.27 8.12 6.89
C 12.11 7.05 6.69
C 13.04 7.03 5.66
N 10.33 8.10 7.99
N 10.09 7.07 8.61
C 9.19 7.15 9.66
C 8.93 5.93 10.22
C 8.02 5.84 11.27
C 7.38 6.93 11.76
C 7.63 8.19 11.13
C 8.52 8.32 10.09
H 13.95 8.14 4.05
H 12.57 10.23 4.48
H 10.74 10.13 5.98
H 12.02 6.16 7.32
H 13.66 6.15 5.58
H 9.37 5.03 9.87
H 7.86 4.85 11.68
H 6.66 6.95 12.54
H 6.98 9.03 11.51
C 5.44 10.18 8.29
C 6.08 8.92 7.65
S 7.64 9.04 6.78
C 7.41 10.25 5.45
C 7.26 11.69 5.99
S 8.53 12.27 7.17
C 7.52 13.40 8.20
C 6.28 12.75 8.86
S 6.47 11.04 9.49
H 4.61 9.78 8.83
H 5.13 10.89 7.54
H 5.39 8.40 7.00
H 6.29 8.18 8.45
H 6.55 10.00 4.89
H 8.36 10.21 4.87
H 6.37 11.77 6.55
H 7.13 12.31 5.12
H 7.17 14.14 7.52
H 8.20 13.88 8.91
H 5.48 12.60 8.14
H 5.86 13.44 9.62
```

Values from the calculation:
Lowest unoccupied orbital energy (alpha / beta) (eV): -6.259 / -6.235
Relative energy (zero: lowest compared OMol25 entry of this formula, charge and spin) (kcal/mol): 0.00
Total energy (eV): -86441.3271
Spin multiplicity: 7
Total charge: +2

=====

The following is a quantum chemistry calculation of a structure of composition C3H5FN2S2 in a non-equilibrium geometry, from OMol25.

Geometry as XYZ:
```
13
Properties=species:S:1:pos:R:3
C 0.12 0.16 -0.08
C 0.43 1.43 0.86
C -0.44 0.39 -1.47
H -0.09 -2.98 1.30
H 0.96 -1.65 2.04
H 1.65 1.98 0.73
H -0.17 2.45 0.82
H -1.67 -0.28 -3.41
N 0.47 -2.03 1.12
N 0.03 -1.05 0.16
F 0.19 0.60 2.25
S -1.39 -0.87 -2.14
S -0.10 1.85 -2.19
```

Values from the calculation:
Lowest unoccupied orbital energy (eV): -0.601
Relative energy (zero: lowest compared OMol25 entry of this formula, charge and spin) (kcal/mol): 110.57
Total energy (eV): -30555.1399
Spin multiplicity: 1

=====

The following is a quantum chemistry calculation of a structure of composition C32H27N2NiO7P2S, from OMol25.

Geometry as XYZ:
```
72
Properties=species:S:1:pos:R:3
Ni -0.13 -1.05 -1.07
O 2.11 -2.64 -3.92
C 1.33 -2.00 -3.23
O 1.56 -1.45 -2.09
C -0.07 -1.73 -3.77
C -0.50 -2.20 -5.00
C -1.75 -1.80 -5.45
C -2.49 -0.91 -4.70
C -1.98 -0.45 -3.49
N -0.83 -0.92 -3.03
C -2.66 0.72 -2.77
O -3.86 0.86 -2.93
O -1.84 1.51 -2.18
H 0.16 -2.84 -5.56
H -2.13 -2.17 -6.40
H -3.45 -0.53 -5.02
N 0.27 0.85 1.14
P -0.61 1.17 -0.37
C 0.36 2.57 -0.99
C 0.96 2.44 -2.24
C 1.82 3.42 -2.71
C 2.08 4.55 -1.94
C 1.48 4.68 -0.70
C 0.63 3.69 -0.22
C -2.11 1.86 0.43
C -2.61 3.12 0.11
C -3.74 3.60 0.76
C -4.39 2.83 1.71
C -3.91 1.56 2.01
C -2.77 1.08 1.37
P 1.03 -0.64 1.06
C 0.70 -1.45 2.66
C 1.43 -2.59 3.00
C 1.13 -3.29 4.16
C 0.09 -2.87 4.98
C -0.64 -1.74 4.64
C -0.34 -1.03 3.49
C 2.83 -0.34 1.20
C 3.40 0.09 2.39
C 4.75 0.40 2.46
C 5.54 0.26 1.32
C 4.98 -0.18 0.13
C 3.63 -0.48 0.06
H 0.50 1.54 1.84
H 0.75 1.56 -2.84
H 2.29 3.31 -3.68
H 2.74 5.32 -2.31
H 1.68 5.56 -0.09
H 0.17 3.81 0.75
H -2.15 3.70 -0.67
H -4.13 4.58 0.50
H -5.27 3.20 2.20
H -4.43 0.93 2.72
H -2.42 0.08 1.57
H 2.24 -2.92 2.36
H 1.70 -4.18 4.41
H -0.15 -3.43 5.88
H -1.45 -1.41 5.28
H -0.91 -0.16 3.22
H 2.79 0.19 3.28
H 5.19 0.74 3.39
H 6.60 0.50 1.37
H 5.60 -0.29 -0.75
H 3.18 -0.82 -0.86
C -1.71 -3.89 1.21
S -1.82 -3.11 -0.38
O -1.96 -1.65 -0.10
O -2.94 -3.70 -1.06
O -0.50 -3.28 -1.02
H -2.65 -3.71 1.73
H -0.88 -3.46 1.76
H -1.56 -4.95 1.04
```

Values from the calculation:
Lowest unoccupied orbital energy (alpha / beta) (eV): 2.436 / 2.432
Relative energy (zero: lowest compared OMol25 entry of this formula, charge and spin) (kcal/mol): 13.40
Total energy (eV): -121397.2444
Spin multiplicity: 3
Total charge: -1

=====

The following is a quantum chemistry calculation of a structure of composition C57H72GeN7P3Sc, from OMol25.

Geometry as XYZ:
```
141
Properties=species:S:1:pos:R:3
Sc -0.02 -1.23 -0.30
C -3.57 0.30 -4.57
C -3.45 -0.23 -3.14
C -4.10 -1.61 -3.02
P -1.74 -0.11 -2.42
C -1.71 1.76 -2.34
N -0.75 2.39 -1.45
Ge 0.20 1.38 0.31
N 2.05 1.37 1.04
C 2.72 0.13 1.44
P 1.53 -0.95 2.35
C 2.40 -2.54 2.81
C 1.81 -3.78 2.12
C 3.92 -2.48 2.62
C 1.52 -0.13 4.05
C 2.83 -0.35 4.82
C 1.22 1.38 4.12
C 2.53 2.57 1.53
C 3.75 2.77 2.20
C 4.06 3.99 2.77
C 3.19 5.07 2.69
C 2.02 4.92 1.97
C 1.73 3.71 1.36
N 0.58 3.51 0.47
C 0.80 4.01 -0.87
C 1.70 4.99 -1.19
C 1.75 5.47 -2.50
C 0.87 4.99 -3.49
C -0.02 3.99 -3.18
C -0.06 3.44 -1.87
C -0.68 4.05 1.03
C -1.05 5.38 0.90
C -2.17 5.85 1.55
C -2.90 4.98 2.34
C -2.56 3.63 2.44
C -1.45 3.13 1.75
N -1.05 1.80 1.68
C -1.73 0.76 2.44
P -2.52 -0.56 1.42
C -4.23 0.11 1.12
C -5.02 0.42 2.39
C -4.17 1.33 0.21
C -2.84 -1.82 2.77
C -3.96 -2.81 2.41
C -1.59 -2.61 3.14
C -0.54 -0.58 -3.76
C -0.87 -2.00 -4.25
C -0.29 0.37 -4.93
H -4.63 0.42 -4.81
H -3.15 -0.40 -5.29
H -3.09 1.28 -4.71
H -4.03 0.44 -2.50
H -3.54 -2.38 -3.57
H -5.10 -1.57 -3.45
H -4.20 -1.93 -1.99
H -2.70 2.04 -1.98
H -1.63 2.13 -3.35
H 3.57 0.32 2.09
H 3.10 -0.44 0.59
H 2.18 -2.64 3.88
H 1.79 -3.67 1.04
H 0.79 -3.97 2.46
H 2.40 -4.66 2.37
H 4.18 -2.36 1.57
H 4.36 -3.42 2.97
H 4.38 -1.68 3.19
H 0.73 -0.68 4.57
H 3.68 0.08 4.29
H 3.04 -1.39 5.06
H 2.75 0.19 5.77
H 2.14 1.95 4.00
H 0.83 1.61 5.11
H 0.53 1.75 3.38
H 4.46 1.96 2.29
H 5.01 4.10 3.29
H 3.41 6.01 3.17
H 1.33 5.75 1.88
H 2.36 5.39 -0.44
H 2.46 6.25 -2.76
H 0.90 5.40 -4.49
H -0.69 3.64 -3.96
H -0.46 6.05 0.28
H -2.46 6.89 1.46
H -3.77 5.33 2.89
H -3.17 2.98 3.05
H -2.48 1.19 3.10
H -1.04 0.23 3.08
H -4.74 -0.69 0.58
H -4.57 1.24 2.96
H -5.13 -0.44 3.05
H -6.02 0.75 2.10
H -3.55 2.13 0.62
H -5.18 1.74 0.06
H -3.78 1.07 -0.77
H -3.15 -1.23 3.64
H -3.61 -3.55 1.69
H -4.86 -2.33 2.01
H -4.26 -3.35 3.31
H -1.11 -3.03 2.26
H -1.86 -3.45 3.79
H -0.86 -2.01 3.67
H 0.39 -0.66 -3.21
H -1.76 -2.02 -4.88
H -1.03 -2.70 -3.43
H -0.04 -2.39 -4.85
H -1.09 0.32 -5.68
H 0.64 0.08 -5.43
H -0.17 1.41 -4.63
C -3.07 -4.51 -0.94
C -2.45 -3.30 -0.65
N -1.15 -3.10 -0.72
C -0.35 -4.14 -1.16
C -0.90 -5.39 -1.51
C -2.29 -5.56 -1.36
C -0.08 -6.41 -2.04
C 1.23 -6.12 -2.27
C 1.78 -4.87 -1.93
C 1.04 -3.88 -1.32
N 1.47 -2.60 -0.95
C 2.83 -2.27 -1.11
C 3.90 -3.05 -0.79
C 5.23 -2.61 -1.01
C 5.48 -1.39 -1.56
C 4.40 -0.54 -1.89
C 4.57 0.74 -2.46
C 3.47 1.50 -2.73
C 2.21 1.01 -2.37
N 2.00 -0.16 -1.81
C 3.08 -0.97 -1.62
H -4.15 -4.60 -0.84
H -3.03 -2.45 -0.33
H -2.74 -6.52 -1.60
H -0.51 -7.37 -2.29
H 1.87 -6.87 -2.72
H 2.81 -4.69 -2.18
H 3.74 -4.02 -0.34
H 6.05 -3.26 -0.73
H 6.50 -1.06 -1.76
H 5.57 1.09 -2.69
H 3.56 2.48 -3.19
H 1.34 1.62 -2.56
```

Values from the calculation:
Lowest unoccupied orbital energy (alpha / beta) (eV): -4.977 / -6.957
Total energy (eV): -175782.9718
Spin multiplicity: 2
Total charge: +2

=====

The following is a quantum chemistry calculation of the molecule C3HClF2 in a non-equilibrium geometry, from OMol25.

Geometry as XYZ:
```
7
Properties=species:S:1:pos:R:3
C 0.19 0.00 -2.47
C 0.03 -0.09 -1.30
C 0.10 -0.33 0.08
F -0.57 -1.41 0.63
F 1.40 -0.46 0.45
Cl -0.53 1.11 0.93
H -0.30 0.42 -3.36
```

Values from the calculation:
Lowest unoccupied orbital energy (eV): 0.349
SMILES: C#CC(F)(F)Cl
Relative energy (zero: lowest compared OMol25 entry of this formula, charge and spin) (kcal/mol): 12.95
Total energy (eV): -21081.8294
Spin multiplicity: 1